No. 1
ORCA calculation (ωB97M-V with the def2-TZVPD basis set) on a cluster of 3 separate species, C33H46B2F4IO10PS in total.

Its SMILES is CCCc1c(S)c2c(c(CCCI)c1P(C)O)C(=O)c1c(B(O)O)c(CC(=O)F)c(B(O)CC)c(COC(F)(F)F)c1C2=O.CC(C)O.CC(C)O.

Cartesian coordinates (Å):
H -5.22 2.30 3.21
F -2.28 2.06 4.00
H 1.66 -0.02 -3.26
H -5.08 4.80 1.32
C -5.74 4.40 3.34
O -1.84 -1.53 -2.52
C -0.14 -3.28 3.86
H 0.52 -3.25 2.99
H -1.52 -4.99 3.82
C -0.06 2.02 1.40
H 4.96 1.44 -1.74
H 3.99 -6.62 -4.40
H 3.14 -7.87 -3.48
O -0.19 2.81 2.31
H 1.31 -7.16 -1.79
H 6.16 3.39 -0.61
O -1.12 0.36 4.85
O -2.57 -2.42 4.31
I 0.55 -2.50 -5.13
H 1.68 -0.13 -5.55
C 2.61 4.53 -4.59
H 4.30 -6.81 -2.68
H 0.47 1.12 3.69
C -0.80 -0.18 2.45
C 2.00 2.97 0.25
H 0.87 2.20 -4.42
C -1.92 -0.92 -0.01
H -0.03 -0.41 -3.04
C -1.77 -4.14 0.15
H 2.48 -6.09 -0.99
F -0.62 2.49 5.39
H -4.35 -0.64 -1.51
C 2.41 -5.86 -3.14
B -1.43 -2.40 3.56
O 2.95 -4.53 -3.12
H 3.61 -4.49 -2.42
F -0.43 -4.05 0.33
H -2.47 -1.46 -3.26
C -0.50 -4.78 4.17
H -0.69 1.89 -3.62
H 4.41 4.33 -1.74
H 0.38 -2.89 4.76
C 0.69 -0.33 -5.13
H 4.35 0.99 -0.07
H 5.23 3.10 0.86
C -1.12 1.27 -1.02
C -4.70 4.89 2.34
C 0.39 1.70 -3.58
C 1.75 -6.16 -1.80
C 0.25 1.95 -1.07
H 2.68 5.41 -3.95
C 3.52 -6.85 -3.44
H -2.52 -3.21 4.88
H 1.67 -5.89 -3.93
H -6.63 5.02 3.28
H -6.83 2.60 3.84
H 1.95 4.66 2.01
H 2.96 2.01 -5.47
H 0.51 -0.58 4.07
H -6.52 2.80 2.10
B -2.58 -1.36 -1.40
C 2.21 2.80 -2.15
C 0.96 2.17 -2.25
H -0.13 0.04 -5.75
H 0.97 -5.43 -1.59
C -2.67 -3.14 0.90
C 0.77 2.34 0.16
C 5.12 1.50 -0.66
C 2.73 3.20 -0.93
H 3.26 4.69 -5.47
H -3.64 -3.06 0.40
C -1.56 1.62 5.04
O -2.25 -5.01 -0.53
C -0.74 0.66 1.35
H 1.59 4.36 -4.96
O 3.16 1.70 -4.57
H -3.78 4.31 2.42
C 4.08 3.89 -0.80
H 6.11 1.05 -0.47
C -1.42 -1.42 2.29
H -4.43 4.01 4.74
H 3.94 4.71 -0.07
C -0.17 0.23 3.77
C -6.10 2.94 3.10
O -3.98 -1.53 -1.40
O -2.01 1.52 -1.80
C 0.66 0.16 -3.67
C -1.28 0.29 0.13
P 3.30 3.10 -3.64
O -5.22 4.55 4.67
H -4.45 5.93 2.53
C 5.21 2.98 -0.23
S 2.63 3.49 1.86
H -0.49 -5.00 5.24
F -2.43 1.56 6.07
H 0.19 -5.49 3.70
H -2.89 -3.64 1.86
C -1.99 -1.79 1.09

Atom charges from the Mulliken analysis, given in e for atoms 1 to 8: 0.09 -0.19 0.37 0.36 0.34 -0.35 -0.26 0.29

***

No. 2
ORCA calculation (ωB97M-V with the def2-TZVPD basis set) on the ion Cl3OP2 with charge +1.

As for the total charge: +1.

Cartesian coordinates (Å):
Cl 1.75 -1.43 -1.01
Cl 0.06 1.28 -0.66
P 1.53 -0.15 0.53
Cl 3.18 1.05 0.43
P -1.95 0.53 0.53
O -1.32 -0.47 1.37

Taken from the Mulliken analysis, the atomic charges in e are: -0.03 -0.18 0.67 -0.08 0.88 -0.25

***

No. 3
ORCA calculation (ωB97M-V with the def2-TZVPD basis set) on a structure of composition C12H13AsCl2N2O10S5SbTc.

Cartesian coordinates (Å):
H 1.85 4.30 1.87
S 4.53 0.53 -0.52
H -2.11 1.30 -6.10
N 0.47 2.27 0.65
H 2.53 -0.27 -5.42
C 0.06 3.27 1.35
C -2.29 4.34 1.95
H 3.38 1.99 -2.18
H -1.90 5.34 2.13
H -3.25 4.42 1.44
As 1.71 0.66 -2.84
N -1.71 2.76 0.15
C -0.52 1.03 -4.72
O 0.94 0.46 -1.38
C -0.36 0.43 -7.03
H -2.44 3.84 2.91
S 0.30 -2.51 -0.33
O -1.73 1.00 2.43
O -1.75 0.49 -2.49
S 1.97 -1.92 0.44
O -2.76 2.21 -0.32
C -1.09 0.95 -5.97
C -2.06 -1.39 2.41
H 0.40 4.85 2.74
H -0.80 0.37 -8.01
O -1.15 -0.20 0.62
O 1.79 1.95 0.83
C -1.35 3.54 1.11
Tc -0.81 1.37 -0.74
C 0.79 0.59 -4.52
S -1.49 1.66 -3.38
O 2.71 2.06 -2.90
Cl -3.17 -1.19 3.76
S 0.35 -2.92 -2.17
C -1.60 -0.03 1.81
C 0.91 3.98 2.34
H 1.96 1.25 0.18
H 1.17 3.31 3.16
H -2.56 -1.98 1.65
O -2.63 2.28 -3.95
Sb 3.96 -1.39 -1.50
C 0.94 0.00 -6.83
O 2.74 -0.71 -2.96
H 1.52 -0.40 -7.66
O -0.55 2.53 -2.61
C 1.52 0.07 -5.57
Cl -0.62 -2.32 2.93

Atom charges from the Mulliken analysis, given in e for atoms 1 to 8: 0.37 -0.56 0.54 0.86 0.46 1.05 -1.70 0.26

***

No. 4
ORCA calculation (ωB97M-V with the def2-TZVPD basis set) on a cluster of 2 separate species, C3H10N2O3 in total.

Its SMILES is CNC(=O)N(C)O.O.

Cartesian coordinates (Å):
H -0.81 1.20 -2.26
H -0.88 -2.34 -1.16
H 0.59 0.69 -1.88
H -2.45 -1.50 -1.21
O 0.06 1.48 -1.96
C 1.89 1.14 0.78
C 0.24 -0.55 0.15
O 1.02 -1.10 -0.61
H -0.08 1.20 2.63
H 1.67 2.02 0.16
H 2.55 0.47 0.24
H 2.35 1.44 1.72
N 0.68 0.40 1.06
N -1.08 -0.84 0.23
H -2.10 -2.67 0.09
O -0.33 1.16 1.70
C -1.67 -1.90 -0.55
H -1.66 -0.30 0.85

Atom charges from the Mulliken analysis, given in e for atoms 1 to 8: 0.28 0.32 0.37 0.28 -0.63 -0.84 0.44 -0.67

***

No. 5
ORCA calculation (ωB97M-V with the def2-TZVPD basis set) on a structure of composition C29H60In2N3O5.

As for the total charge: +5.

Cartesian coordinates (Å):
H 6.02 -4.41 -0.46
H -4.90 1.52 -10.77
H -2.63 -0.36 -11.00
H -3.41 4.01 -8.58
H -3.53 -0.09 11.40
H -1.06 0.65 7.32
H -3.36 3.31 11.96
C 4.69 -1.04 -1.01
H 2.49 -1.05 -1.89
C -4.44 -1.48 1.54
H -1.63 2.95 -10.58
C 0.29 1.88 11.54
C 3.07 -0.69 -1.04
C -3.51 2.54 11.19
H 2.76 -0.81 0.00
C -3.00 -0.47 -8.44
H -1.94 -0.42 12.04
H -3.14 -0.98 -6.37
C -0.19 0.96 7.90
C -3.86 3.29 -9.27
C -3.87 1.17 -10.70
C -4.05 -2.74 2.29
N -3.14 1.00 -8.23
H 1.15 2.47 11.85
H -4.90 3.08 -9.03
H -0.85 -0.24 -8.17
H 7.20 -2.74 -4.59
H 4.95 0.96 -0.18
H -1.38 2.86 12.73
H 0.80 0.59 7.66
C -1.54 -1.00 -8.55
C -3.71 -0.31 -10.88
H -3.36 -2.68 3.13
C -1.69 2.08 -9.93
O -2.86 0.95 8.91
H 0.31 0.94 12.08
H -0.51 -0.89 10.67
H 8.52 -2.10 -2.60
C -3.80 -1.18 -7.21
H 5.45 -2.15 -4.73
C 6.43 -2.04 -4.26
H -0.26 2.03 7.69
H 1.08 2.36 9.63
H 6.48 0.00 -0.01
H 0.38 -1.05 9.19
C 5.98 -3.36 -0.74
C 6.38 -1.87 -2.76
In -4.08 5.37 5.03
H -2.86 0.02 9.12
C -2.63 0.38 11.78
H -1.47 -1.12 9.21
H 6.88 -3.00 -0.24
H -1.34 -1.87 -7.93
H -5.00 -3.24 2.51
C -2.28 1.68 11.04
H 5.12 -0.21 1.00
H 7.03 -3.96 -2.56
H -3.94 -2.02 -9.69
H 8.05 -0.34 -2.84
O -2.57 1.56 -7.07
H -4.78 -0.74 -7.02
C 5.39 -0.03 -0.05
H -1.17 3.47 11.34
H -1.26 -1.39 -9.52
H -3.86 3.68 -10.28
H -3.90 -2.26 -7.34
H -1.00 2.37 -9.15
O -4.31 -0.37 2.06
H 2.99 0.39 -1.15
O -4.93 -1.54 0.39
H 6.69 -1.15 -4.84
H 5.99 0.63 -2.37
H 3.95 -3.13 -0.54
In -6.78 3.29 -2.92
H -2.88 0.72 12.79
C 0.60 1.52 10.14
H -1.64 1.46 -7.28
H 8.00 -1.21 -1.39
N -1.88 1.49 9.61
H -5.06 -0.76 -9.45
C -0.57 0.81 9.37
H -4.24 -0.76 -11.72
H -4.50 2.11 11.22
H 4.76 -2.21 0.72
H -3.62 3.31 10.42
C 7.77 -1.32 -2.45
C -3.99 -0.95 -9.49
H 5.40 -3.78 -2.75
H 1.39 0.77 10.22
C 6.24 -3.28 -2.26
H -3.51 -3.28 1.51
O 5.28 0.26 -2.89
H -3.43 1.57 -11.62
C -3.15 1.90 -9.45
C 4.73 -2.39 -0.35
C -1.09 2.46 11.76
N 5.27 -1.09 -2.40
H -1.21 1.35 -10.59
C -0.56 -0.67 9.61

Atom charges from the Mulliken analysis, given in e for atoms 1 to 8: 0.47 0.47 0.20 0.35 0.52 0.41 0.41 1.49

***

No. 6
ORCA calculation (ωB97M-V with the def2-TZVPD basis set) on a cluster of 2 separate species, C7H16NP in total.

Its SMILES is CC(C)NC(C)C.C#P.

Cartesian coordinates (Å):
H -1.85 2.05 -1.10
H 2.34 -0.89 -0.31
H 2.61 -1.75 1.20
H -0.77 2.77 0.12
C 0.21 -1.43 -4.22
H 0.32 -0.92 1.91
C 1.93 -1.46 0.49
H -1.78 -0.35 -1.18
H 1.30 -2.18 0.13
H -3.17 -0.06 -0.07
H 2.60 1.06 1.29
C 0.97 -0.42 1.08
C -1.57 2.08 -0.06
H 0.07 -0.15 -0.79
C -1.29 0.61 0.57
P 1.69 -1.62 -3.87
H -0.82 -1.53 -4.56
H 1.16 1.46 2.25
N 0.13 0.28 0.13
C -2.13 -0.38 -0.18
H -2.19 -1.36 0.35
H -2.48 2.47 0.32
C 1.81 0.66 1.90
H 2.23 0.34 2.94
H -1.31 0.71 1.65

Atom charges from the Mulliken analysis, given in e for atoms 1 to 8: 0.31 0.35 0.47 0.40 -0.03 0.16 -1.67 0.45

***

Number 1: total energy -95894.671 eV, maximum force 2.50 eV/A. Number 2: total energy -58185.884 eV, maximum force 1.30 eV/A. Number 3: total energy -184905.014 eV, maximum force 0.18 eV/A. Number 4: total energy -12394.992 eV, maximum force 0.69 eV/A. Number 5: total energy -56033.265 eV, maximum force 4.31 eV/A. Number 6: total energy -18293.967 eV, maximum force 4.42 eV/A.